ORCA calculation (the ωB97M-V functional and the def2-TZVPD basis) on C5H8O in the gas phase in a non-equilibrium geometry.

Calculated values
ΔE to the lowest compared entry with this formula, charge and spin = 3.570 eV
Kohn-Sham gap = 10.291 eV
calculated total energy = -7358.6848 eV
net charge = 0
multiplicity = 1

Each line ends with the Mulliken charge.
Element x y z (Å)
1 C 1.9996 0.2486 -0.4504  -1.064
2 C 0.9163 -0.4339 0.3826  0.076
3 O 0.4240 0.3593 1.5048  -0.530
4 C -0.4622 0.0175 0.5367  0.412
5 C -1.4716 0.6952 -0.5404  -0.686
6 C -1.8360 -0.5437 0.3735  -0.484
7 H 2.5010 1.0491 0.1254  0.313
8 H 1.6715 0.3164 -1.5590  0.245
9 H 2.7772 -0.5025 -0.4889  0.331
10 H 1.1187 -1.3949 0.7931  0.403
11 H -1.1521 0.4997 -1.6109  0.191
12 H -1.9039 1.5850 -0.3217  0.329
13 H -2.6590 -0.3249 1.1355  0.194
14 H -1.9235 -1.5708 0.1196  0.268